{"formula": "C36H32BBrIrN6", "method": "ωB97M-V with the def2-TZVPD basis set", "symbols": ["Ir", "C", "C", "C", "C", "N", "N", "B", "N", "N", "C", "C", "C", "C", "C", "C", "C", "C", "C", "C", "N", "N", "C", "C", "C", "C", "C", "C", "C", "C", "C", "C", "C", "C", "C", "C", "C", "C", "H", "H", "H", "H", "H", "H", "H", "H", "H", "H", "H", "H", "H", "H", "H", "H", "H", "H", "H", "H", "H", "H", "H", "H", "H", "H", "H", "H", "Br", "C", "C", "C", "C", "C", "C", "H", "H", "H", "H"], "positions_angstrom": [[-0.051, -0.269, -0.267], [2.275, -0.336, 4.510], [2.237, -0.426, 3.025], [3.186, -0.957, 2.146], [2.665, -0.778, 0.872], [1.460, -0.213, 0.991], [1.205, 0.027, 2.296], [-0.014, 0.941, 2.575], [-1.292, 0.110, 2.295], [-1.556, -0.123, 0.991], [-2.774, -0.662, 0.877], [-3.301, -0.815, 2.151], [-2.333, -0.309, 3.027], [-2.360, -0.221, 4.512], [-3.287, -0.846, -0.483], [-2.540, -0.344, -1.553], [-2.961, -0.478, -2.861], [-4.172, -1.112, -3.113], [-4.931, -1.610, -2.063], [-4.493, -1.478, -0.751], [0.018, 2.058, 1.505], [0.009, 1.765, 0.167], [0.001, 2.921, -0.516], [0.005, 3.968, 0.411], [0.015, 3.393, 1.665], [0.025, 4.064, 2.997], [0.001, 3.049, -1.993], [0.017, 4.331, -2.539], [0.030, 4.526, -3.911], [0.023, 3.441, -4.773], [0.000, 2.157, -4.251], [-0.009, 1.969, -2.878], [3.194, -0.914, -0.485], [4.364, -1.601, -0.775], [4.819, -1.668, -2.086], [4.119, -1.043, -3.110], [2.956, -0.334, -2.830], [2.513, -0.269, -1.523], [3.244, -0.667, 4.874], [1.506, -0.970, 4.951], [2.104, 0.684, 4.854], [4.148, -1.362, 2.413], [0.002, 1.407, 3.670], [-4.266, -1.208, 2.423], [-3.334, -0.527, 4.884], [-2.159, 0.794, 4.857], [-1.604, -0.877, 4.946], [-1.609, 0.239, -1.375], [-2.374, -0.072, -3.674], [-4.529, -1.202, -4.130], [-5.871, -2.105, -2.266], [-5.089, -1.876, 0.061], [-0.001, 5.024, 0.206], [0.040, 5.141, 2.854], [0.904, 3.783, 3.576], [-0.862, 3.808, 3.577], [0.020, 5.194, -1.888], [0.043, 5.532, -4.308], [0.036, 3.594, -5.843], [-0.011, 1.302, -4.916], [-0.023, 0.954, -2.508], [4.917, -2.092, 0.016], [5.730, -2.206, -2.309], [4.488, -1.090, -4.126], [2.425, 0.184, -3.617], [1.634, 0.368, -1.307], [0.586, -6.587, 1.203], [0.313, -4.921, 0.480], [1.344, -4.303, -0.251], [1.121, -3.082, -0.822], [-0.082, -2.347, -0.573], [-1.161, -3.100, -0.007], [-0.957, -4.321, 0.571], [2.294, -4.804, -0.379], [1.892, -2.671, -1.452], [-2.158, -2.697, 0.004], [-1.761, -4.836, 1.078]], "e_above_lowest_kj_mol": 119.01, "charge": 2, "s2": 0.770, "multiplicity": 2, "gap_ev": [7.06, 4.78], "homo_energy_ev": [-13.56, -13.56]}